(1)
Molecular formula: C25H62F4O11P
Method: DFT, wB97M-V/def2-TZVPD

Results
Orbital gap = 5.92 eV
Charge = -1

Structure (XYZ):
```
103
Properties=species:S:1:pos:R:3:mulliken_charge:R:1
C 4.8820 -2.3854 0.5362 -1.257
C 4.4350 -1.3637 -0.4440 0.803
F 5.4391 -1.2476 -1.3926 -0.458
C 4.1265 -0.0458 0.1691 -1.393
P 2.3458 0.6649 -0.2525 0.429
C 1.4957 -0.5411 1.0231 -0.745
O 0.2419 -1.1499 0.5439 -0.241
C 0.2573 -2.3988 0.3955 1.010
F 0.6324 -3.0415 1.4589 -0.263
F -0.9644 -2.8299 0.1118 -0.338
F 1.0163 -2.8090 -0.5434 -0.294
H 5.1574 -3.2633 0.0009 0.424
H 4.0936 -2.6060 1.2190 0.153
H 5.7203 -2.0345 1.0980 0.187
H 3.5728 -1.7771 -0.9338 0.291
H 4.8409 0.6518 -0.1959 0.581
H 4.2513 -0.0759 1.2282 0.401
H 2.1681 -0.3094 -1.3388 -0.130
H 1.0536 1.2774 -0.5341 -0.488
H 2.5348 1.6374 0.8672 -0.104
H 2.9724 1.6343 -1.1714 0.093
H 2.1849 -1.2743 1.3866 -0.039
H 1.2256 0.0579 1.8546 0.456
C 3.7955 -2.2878 4.6550 -0.717
O 2.4124 -2.0259 4.5076 -0.340
C 1.6042 -3.1903 4.5043 -0.072
C 0.9749 -3.4391 5.8555 -0.750
O 1.9377 -3.7183 6.8643 -0.371
C 2.2594 -2.5935 7.6578 -0.677
H 4.2783 -1.3553 4.9434 0.243
H 3.9878 -3.0386 5.4254 0.424
H 4.2248 -2.6247 3.7068 0.198
H 2.1840 -4.0616 4.1839 0.328
H 0.8102 -3.0299 3.7753 0.176
H 0.3267 -4.3181 5.7820 0.390
H 0.3554 -2.5855 6.1465 0.353
H 1.4758 -2.4137 8.4043 0.320
H 2.3956 -1.6939 7.0543 0.275
H 3.1927 -2.8099 8.1767 0.245
C -3.1487 4.4711 -2.0504 -0.785
O -3.6751 3.5313 -1.1320 -0.411
C -3.0155 2.2703 -1.1891 -0.400
C -1.9645 2.1158 -0.1213 -0.004
O -0.9020 3.0246 -0.2899 -0.366
C -0.9701 4.1605 0.5436 -0.788
H -3.4825 5.4606 -1.7402 0.266
H -2.0577 4.4555 -2.0629 0.369
H -3.5231 4.2734 -3.0618 0.289
H -2.5703 2.1171 -2.1769 0.324
H -3.7789 1.4993 -1.0401 0.233
H -1.5352 1.1109 -0.2020 -0.060
H -2.4072 2.2130 0.8761 0.383
H -0.6491 3.9060 1.5606 0.303
H -1.9764 4.5896 0.5781 0.347
H -0.2853 4.9058 0.1409 0.246
C 8.1035 2.8262 0.1038 -0.819
O 7.5341 1.9064 1.0129 -0.371
C 8.0576 0.5945 0.9014 0.348
C 9.0988 0.3180 1.9610 -0.677
O 10.2526 1.1389 1.8217 -0.372
C 10.2458 2.2629 2.6778 -0.711
H 7.8721 3.8291 0.4602 0.262
H 9.1889 2.7168 0.0375 0.351
H 7.6649 2.6976 -0.8914 0.323
H 8.4681 0.4265 -0.0982 0.356
H 7.2219 -0.0977 1.0389 -0.326
H 9.4322 -0.7196 1.8602 0.379
H 8.6650 0.4387 2.9584 0.361
H 10.5313 1.9715 3.6964 0.317
H 9.2693 2.7508 2.7028 0.301
H 10.9808 2.9728 2.2992 0.242
C -6.4416 -1.7009 -1.5880 -0.696
O -6.1045 -3.0774 -1.5421 -0.434
C -5.8508 -3.6180 -2.8240 -0.379
C -4.3714 -3.7233 -3.1401 -0.480
O -3.7189 -2.4714 -3.2108 -0.426
C -3.0072 -2.1588 -2.0127 -0.733
H -6.3179 -1.2915 -0.5865 0.334
H -5.8032 -1.1467 -2.2765 0.290
H -7.4864 -1.5809 -1.8938 0.291
H -6.3624 -3.0250 -3.5895 0.189
H -6.2772 -4.6273 -2.8380 0.400
H -4.2685 -4.1937 -4.1248 0.402
H -3.8727 -4.3637 -2.4057 0.300
H -2.0597 -2.6946 -1.9934 0.361
H -3.5809 -2.4034 -1.1173 0.347
H -2.8023 -1.0892 -2.0157 0.242
C -9.7910 2.7605 -4.5397 -0.662
O -8.5142 3.2943 -4.8289 -0.390
C -7.5883 3.1604 -3.7567 -0.546
C -6.6660 1.9786 -3.9399 -0.174
O -7.3651 0.7436 -3.9156 -0.286
C -7.6265 0.2229 -5.2041 -0.864
H -10.3182 2.6313 -5.4840 0.244
H -9.7231 1.7924 -4.0395 0.258
H -10.3616 3.4528 -3.9098 0.322
H -8.1172 3.0834 -2.8024 0.341
H -6.9859 4.0717 -3.7331 0.333
H -5.9585 1.9650 -3.1112 0.108
H -6.0957 2.0769 -4.8688 0.340
H -6.7281 -0.2547 -5.6120 0.294
H -7.9710 0.9951 -5.8955 0.425
H -8.4075 -0.5308 -5.1047 0.234
```

---

(2)
Molecular formula: C33H77NO
Method: DFT, wB97M-V/def2-TZVPD

Results
Orbital gap = 7.41 eV

Structure (XYZ):
```
112
Properties=species:S:1:pos:R:3:mulliken_charge:R:1
C -1.0847 2.7026 -3.0039 -0.226
C -2.5183 2.2809 -3.2361 -0.119
C -3.4207 2.5936 -2.0671 -1.561
C -3.6817 1.5549 -0.9281 -1.442
C -2.4987 1.1120 -0.0680 1.971
C -2.7742 0.5060 1.3381 -0.233
H -1.0743 3.7253 -2.6269 0.535
H -0.4560 2.5648 -3.8836 -0.461
H -0.5407 2.0738 -2.2992 -0.176
H -3.0887 2.6425 -4.0916 0.570
H -2.5470 1.1994 -3.3690 0.136
H -4.4032 2.8243 -2.4790 0.467
H -3.0930 3.5312 -1.6182 0.489
H -4.4334 1.7876 -0.1738 0.501
H -4.1852 0.7939 -1.5243 0.359
H -1.8013 0.5559 -0.6944 -0.291
H -1.9995 2.0313 0.2381 0.337
H -2.9830 1.2038 2.1490 0.430
H -3.5747 -0.2205 1.1985 -0.199
H -1.9421 -0.0237 1.8019 -0.497
C 1.6574 -0.9147 3.0364 -1.662
C 1.9797 0.5585 3.0255 0.815
C 0.7568 1.4055 2.5852 -0.101
C 1.1591 2.7183 1.9125 -0.416
C -0.0979 3.4578 1.4479 0.517
C 0.2365 4.8316 0.8544 -1.540
H 0.9958 -1.3509 2.2881 0.085
H 1.1609 -1.2303 3.9540 0.536
H 2.6140 -1.4346 3.0882 0.731
H 2.1985 0.8861 4.0418 0.945
H 2.8337 0.8288 2.4043 -1.135
H 0.1998 1.5884 3.5041 0.958
H -0.0077 0.8891 2.0047 -0.830
H 1.7479 3.2911 2.6290 0.522
H 1.8534 2.3646 1.1503 0.422
H -0.7552 2.7886 0.8927 -0.583
H -0.7322 3.6452 2.3143 0.324
H 1.0050 4.7375 0.0872 0.304
H -0.6645 5.2469 0.4029 0.437
H 0.5927 5.5681 1.5746 0.398
C -4.1318 -1.3424 2.0496 -2.278
C -2.7176 -1.4801 2.4093 0.832
C -2.4789 -2.5952 3.4618 -0.884
C -1.0025 -2.5940 3.9482 -0.554
C -0.6459 -3.5435 5.1578 -0.847
C -0.4727 -5.0246 4.6321 -1.045
H -4.7701 -0.6169 2.5540 0.321
H -4.4897 -2.3716 2.0774 0.516
H -4.1934 -1.0233 1.0092 0.576
H -2.1658 -1.7806 1.5186 -0.002
H -2.3224 -0.5169 2.7321 0.207
H -2.7462 -3.5507 3.0105 0.210
H -3.0970 -2.3954 4.3371 0.510
H -0.3034 -2.9349 3.1845 0.290
H -0.6746 -1.5633 4.0830 0.527
H 0.3562 -3.2604 5.4799 0.242
H -1.3309 -3.4720 6.0026 0.467
H -1.2796 -5.5205 5.1716 0.263
H -0.6293 -5.0707 3.5544 0.249
H 0.4325 -5.5292 4.9699 0.366
C 6.6334 1.9586 0.4056 -1.280
C 5.6053 0.8998 0.0460 -0.494
C 4.5982 0.7238 1.1988 -0.787
C 3.5600 -0.4472 0.9111 -0.540
C 2.3924 0.1230 0.0392 0.796
C 1.3773 -0.8791 -0.4250 0.313
H 6.9396 1.8201 1.4425 0.318
H 6.3255 3.0028 0.3513 0.310
H 7.5622 1.7891 -0.1391 0.388
H 5.0814 1.0532 -0.8974 0.283
H 6.0484 -0.0782 -0.1413 0.390
H 3.9844 1.5943 1.4305 0.200
H 5.0283 0.5263 2.1806 0.529
H 3.9616 -1.3640 0.4796 0.773
H 3.1032 -0.7543 1.8518 -0.585
H 1.8480 0.9352 0.5209 -1.506
H 2.8494 0.5453 -0.8557 0.584
H 0.4959 -0.9907 0.2065 -1.001
H 1.0005 -0.7644 -1.4413 -0.420
H 1.7717 -1.8939 -0.3726 0.730
C 1.3236 2.7717 -5.7912 -1.380
C 0.3448 1.5759 -5.7984 -0.235
C 1.0196 0.3157 -5.4013 -0.916
C 0.0691 -0.8806 -5.0027 -1.194
C -0.4546 -0.8122 -3.5853 2.057
C -1.0897 -2.1395 -3.1986 -1.581
H 0.8329 3.6381 -6.2345 0.351
H 2.2614 2.4968 -6.2740 0.421
H 1.6083 3.1077 -4.7941 0.311
H -0.5022 1.8277 -5.1601 0.314
H -0.0702 1.2805 -6.7621 0.367
H 1.7430 0.5364 -4.6164 0.408
H 1.7387 0.0356 -6.1711 0.510
H -0.6528 -1.0802 -5.7947 0.435
H 0.6621 -1.7719 -5.2076 0.484
H 0.3482 -0.6030 -2.8783 -0.169
H -1.2506 -0.0818 -3.4400 -1.037
H -1.5777 -1.9995 -2.2340 0.256
H -1.8353 -2.3732 -3.9587 0.501
H -0.3277 -2.8925 -2.9976 0.378
C -0.6071 -0.5693 -0.1493 0.268
C -0.3844 -2.1626 -0.0794 -0.291
O 0.7811 -2.6239 0.0069 -0.634
N -1.4487 -2.9027 -0.0338 0.341
C -1.5584 -4.3470 0.0579 -1.123
H -0.1386 -0.0677 0.6975 0.038
H -1.6744 -0.3486 -0.1659 0.622
H -0.2512 -0.2378 -1.1247 -1.205
H -2.3201 -2.4330 -0.2339 0.411
H -0.5791 -4.7549 0.3079 0.389
H -1.9310 -4.8030 -0.8594 0.285
H -2.2152 -4.6297 0.8806 0.335
```

---

(3)
Molecular formula: C18H22ClN5O4S
Method: DFT, wB97M-V/def2-TZVPD

Results
Orbital gap = 8.82 eV
SMILES = C[C@@H]1CN(C(=O)c2cc(Cl)c3ccncc3n2)C[C@@H]1NC(=O)[C@@H](C)NS(C)(=O)=O

Structure (XYZ):
```
51
Properties=species:S:1:pos:R:3:nbo_charge:R:1
C 2.3979 -1.7390 -1.8985 -0.601
C 2.5156 -0.2257 -1.9657 -0.221
C 2.3265 0.4519 -0.5972 -0.217
N 1.6769 1.7403 -0.9098 -0.422
C 0.6534 2.2735 -0.1913 0.647
O -0.1688 3.0421 -0.6702 -0.618
C 0.5404 1.8935 1.2702 0.135
C -0.7665 1.8951 1.8188 -0.229
C -0.9163 1.5544 3.1280 0.040
Cl -2.4905 1.5001 3.8359 0.030
C 0.2233 1.2329 3.9137 -0.095
C 0.2099 0.8704 5.2806 -0.231
C 1.3942 0.5911 5.9014 0.020
N 2.6057 0.6398 5.2849 -0.406
C 2.6295 0.9723 4.0208 0.081
C 1.4693 1.2822 3.2609 0.106
N 1.6219 1.6016 1.9484 -0.390
C 1.6770 1.9385 -2.3645 -0.231
C 1.4997 0.5106 -2.8576 -0.060
N 0.1237 0.1355 -2.5669 -0.633
C -0.5188 -0.9282 -3.0992 0.675
O -0.0427 -1.6710 -3.9351 -0.610
C -1.8988 -1.1394 -2.4620 -0.148
C -2.7616 -2.1296 -3.2206 -0.606
N -1.6626 -1.5343 -1.0624 -0.899
S -2.5029 -0.8944 0.1906 2.325
C -3.8405 -2.0153 0.4632 -0.880
O -1.6191 -0.9679 1.3223 -0.955
O -3.0710 0.3630 -0.2141 -0.953
H 1.4382 -2.0442 -1.4768 0.188
H 2.4830 -2.1881 -2.8871 0.234
H 3.1777 -2.1543 -1.2582 0.215
H 3.5047 0.0321 -2.3547 0.209
H 3.2666 0.6032 -0.0686 0.221
H 1.6760 -0.1476 0.0422 0.205
H -1.6104 2.1417 1.1914 0.271
H -0.7246 0.8172 5.8205 0.234
H 1.4139 0.3105 6.9469 0.200
H 3.5907 1.0165 3.5193 0.200
H 2.6336 2.3444 -2.6992 0.208
H 0.8748 2.6149 -2.6488 0.251
H 1.7021 0.3789 -3.9207 0.231
H -0.3960 0.7278 -1.9350 0.414
H -2.3971 -0.1661 -2.4363 0.232
H -2.8750 -1.8141 -4.2573 0.229
H -2.3022 -3.1174 -3.2145 0.227
H -3.7518 -2.1914 -2.7693 0.205
H -0.7109 -1.7386 -0.7851 0.425
H -4.4097 -1.6290 1.3059 0.256
H -4.4612 -2.0464 -0.4289 0.243
H -3.4270 -2.9944 0.6899 0.249
```

---

Number 1: HOMO level -0.135 Eh. Number 2: HOMO level -0.253 Eh. Number 3: HOMO level -0.337 Eh.